Record 1
110
Properties=species:S:1:pos:R:3:lowdin_charge:R:1 method="wB97M-V/def2-TZVPD" homo_energy_ev=-10.28 orbital_gap_ev=6.233 total_charge=+1
Au -0.46 0.34 0.84 1.40
O 5.61 1.99 0.26 0.07
O -3.03 -4.20 -2.84 0.03
O 0.09 -0.93 -0.55 -0.21
O -2.55 -4.13 -5.11 0.05
O 0.80 0.41 -2.22 0.07
N -1.41 1.27 2.33 -0.05
N -3.49 0.05 0.24 0.01
N -1.06 -1.39 1.84 -0.01
N 5.05 0.43 -1.28 -0.05
N 1.11 1.69 0.43 -0.05
N -2.40 -1.58 1.89 0.05
N -2.52 0.80 -0.37 0.07
N -2.69 0.84 2.51 0.06
C -1.43 -2.45 -2.20 0.08
C -2.37 2.11 -2.49 -0.15
C 0.18 2.84 3.41 -0.20
C 3.28 -1.95 2.17 -0.08
C -1.12 2.65 -2.25 -0.05
C 2.58 2.69 3.62 -0.06
C 3.77 -3.22 1.90 -0.08
C -2.06 -3.26 -3.09 -0.20
C 1.35 2.08 3.47 -0.05
C -3.08 2.54 -3.61 -0.03
C -3.35 -4.79 -4.11 -0.11
C 1.95 3.88 0.07 -0.01
C 6.43 -0.07 -1.26 -0.18
C 0.21 -0.58 -1.85 -0.53
C -1.26 3.98 -4.25 -0.08
C -4.54 -0.12 -0.58 -0.26
C 1.92 -1.73 2.21 -0.06
C -4.27 0.54 -1.75 0.04
C -1.43 -3.53 2.19 0.05
C -3.01 1.14 -1.57 -0.21
C -3.23 1.53 3.53 -0.24
C -4.63 1.33 3.99 0.00
C -0.45 -2.57 2.00 -0.20
C -4.02 -3.43 2.26 0.01
C 0.93 3.02 0.43 -0.13
C 6.71 -0.97 -0.07 -0.06
C -1.13 2.20 3.26 -0.21
C 1.02 -2.76 1.97 -0.16
C -0.86 -2.37 -4.99 0.04
C 2.28 1.17 0.03 -0.06
C 2.66 4.07 3.74 -0.06
C -2.53 3.46 -4.48 -0.07
C -2.65 -2.87 2.13 -0.24
C 3.18 3.35 -0.28 0.04
C -0.56 3.57 -3.12 -0.07
C -5.77 -0.87 -0.20 -0.01
C 0.26 4.22 3.56 -0.03
C 3.36 1.98 -0.30 -0.08
C 1.52 -4.03 1.70 -0.02
C 3.80 -1.61 -1.95 -0.05
C 2.88 -4.26 1.66 -0.06
C -0.20 -1.51 -4.09 0.00
C 4.14 -0.16 -2.25 -0.19
C -2.28 2.42 4.01 0.06
C -1.78 -3.23 -4.45 -0.21
C 4.77 1.45 -0.44 -0.42
C 1.50 4.83 3.71 -0.06
C -0.48 -1.55 -2.73 -0.13
B -3.33 -0.35 1.71 -0.48
H 3.24 0.44 -2.31 0.10
H -0.03 3.39 0.75 0.12
H 4.62 -0.10 -3.23 0.13
H -0.65 -2.35 -6.05 0.13
H -6.50 -0.81 -1.02 0.09
H -4.41 -0.62 2.15 0.12
H -0.64 4.82 3.52 0.12
H -4.59 -3.31 1.34 0.07
H -4.91 0.61 -2.61 0.11
H -5.57 -1.93 -0.02 0.07
H 4.02 4.00 -0.50 0.14
H 0.84 -4.85 1.51 0.11
H 1.28 1.00 3.42 0.09
H -5.34 1.48 3.18 0.09
H -4.86 2.05 4.78 0.09
H -4.40 -4.63 -4.33 0.14
H 7.10 0.79 -1.23 0.12
H 3.62 4.55 3.87 0.11
H 1.55 -0.75 2.47 0.06
H 4.84 -3.40 1.87 0.11
H -0.83 4.69 -4.93 0.11
H -3.10 -5.85 -4.09 0.14
H 6.04 -1.83 -0.06 0.05
H 2.36 0.10 0.06 0.11
H -0.55 2.33 -1.39 0.05
H -3.97 -4.49 2.48 0.09
H 3.39 -1.73 -0.94 0.06
H 3.48 2.09 3.66 0.11
H -4.78 0.33 4.39 0.09
H 6.58 -0.42 0.86 0.07
H 6.59 -0.60 -2.20 0.12
H -1.64 -2.48 -1.14 0.12
H 3.05 -1.97 -2.66 0.08
H 3.97 -1.14 2.38 0.11
H 3.25 -5.26 1.45 0.11
H 1.55 5.91 3.81 0.11
H -4.58 -2.94 3.06 0.09
H -2.38 3.09 4.85 0.13
H 4.67 -2.26 -2.04 0.08
H -4.07 2.16 -3.80 0.10
H -3.09 3.78 -5.35 0.11
H 0.43 3.97 -2.93 0.10
H 7.74 -1.34 -0.11 0.08
H 1.78 4.95 0.09 0.12
H -6.23 -0.46 0.69 0.08
H -1.29 -4.58 2.41 0.12
H 0.52 -0.80 -4.46 0.12

Record 2
107
Properties=species:S:1:pos:R:3:lowdin_charge:R:1 method="wB97M-V/def2-TZVPD" homo_energy_ev="-1.41 / -1.43" multiplicity=2 orbital_gap_ev="5.000 / 5.023" total_charge=-2
Pt -0.73 -2.59 -0.14 0.70
Te 1.99 -0.11 -0.59 1.43
Sb -4.37 3.69 1.55 1.44
Br -5.56 -5.45 5.39 0.65
S -1.25 -4.56 -4.30 0.99
S -0.50 -1.19 1.61 -0.03
S -1.77 0.23 1.13 0.06
O 3.22 -3.12 0.24 -0.09
O -4.71 -4.24 0.23 -0.01
O -2.83 -3.07 0.04 -0.21
N -1.23 -3.09 -2.24 -0.14
N 1.23 -2.35 -0.59 -0.41
C 5.04 -0.19 0.67 -0.08
C 2.03 -3.30 -0.11 -0.77
C -2.49 3.58 0.53 -0.43
C -1.06 2.98 -1.32 -0.07
C 7.62 -1.93 -3.23 -0.07
C -4.23 0.00 4.01 -0.09
C 2.69 2.80 0.60 -0.35
C -4.57 0.93 3.04 -0.16
C 1.57 -4.77 -0.08 -0.07
C 3.06 4.14 0.64 -0.07
C 3.51 4.81 -0.49 -0.29
C -6.77 2.93 -0.21 -0.17
C -2.84 -4.80 4.82 -0.15
C -7.12 0.92 -1.48 -0.10
C 3.83 -0.72 -1.51 -0.36
C -4.36 -4.58 2.94 -0.08
C 6.30 -1.49 -2.64 -0.29
C -0.52 -3.02 -4.42 -0.40
C -5.52 2.47 0.22 -0.41
C -2.32 3.01 -0.73 -0.17
C 3.28 2.07 -3.08 -0.07
C -3.32 0.33 5.00 -0.09
C -5.09 1.22 -0.22 -0.15
C -1.62 -4.25 -2.66 -0.45
C -0.59 -2.38 -3.22 -0.23
C 3.93 6.25 -0.42 -0.07
C -3.31 -4.16 2.13 -0.11
C -1.38 4.14 1.16 -0.15
C 3.57 4.10 -1.68 -0.04
C 3.20 2.75 -1.74 -0.32
C 2.76 2.06 -0.61 -0.36
C -4.00 2.20 3.04 -0.42
C -0.13 4.10 0.57 -0.08
C 6.23 -0.98 -1.35 -0.03
C -1.80 -4.39 4.00 -0.07
C 5.12 -1.62 -3.35 -0.04
C -2.03 -4.08 2.66 -0.05
C -4.11 -4.89 4.27 -0.68
C -2.77 1.61 5.03 -0.10
C 0.04 3.51 -0.67 -0.06
C -5.88 0.45 -1.06 -0.07
C 2.20 2.16 1.88 -0.09
C -3.11 2.53 4.06 -0.17
C -3.64 -3.81 0.68 -0.63
C 5.03 -0.62 -0.77 -0.29
C 2.70 -1.39 -3.69 -0.10
C -7.56 2.16 -1.05 -0.11
C 3.89 -1.24 -2.80 -0.31
H 1.02 3.45 -1.11 0.08
H 1.13 1.95 1.84 0.06
H 7.54 -2.09 -4.31 0.06
H 2.69 1.21 2.06 0.05
H 7.97 -2.86 -2.78 0.07
H -0.94 2.50 -2.29 0.10
H -7.74 0.32 -2.13 0.09
H -1.21 -3.76 2.03 0.03
H 1.79 -1.08 -3.18 -0.02
H 7.14 -0.90 -0.76 0.11
H -5.53 -0.53 -1.38 0.11
H 4.77 0.86 0.78 0.06
H 2.09 -5.28 -0.89 0.06
H 8.40 -1.18 -3.06 0.07
H 6.04 -0.34 1.10 0.07
H 3.90 4.60 -2.58 0.10
H 3.18 2.79 -3.90 0.07
H 4.32 -0.80 1.22 0.06
H -2.65 3.52 4.09 0.08
H 0.73 4.51 1.09 0.09
H 2.57 -2.43 -3.99 0.08
H 1.88 -5.23 0.86 0.06
H 4.11 6.66 -1.41 0.06
H 2.38 2.83 2.73 0.07
H 5.14 -2.03 -4.35 0.11
H -0.80 -4.32 4.40 0.10
H 4.23 1.54 -3.21 0.08
H 2.82 -0.79 -4.60 0.08
H -8.53 2.54 -1.37 0.09
H -7.13 3.90 0.13 0.07
H -1.49 4.59 2.14 0.08
H -3.16 2.57 -1.25 0.08
H 2.49 1.32 -3.18 0.04
H 2.99 4.67 1.59 0.11
H -2.05 1.87 5.80 0.09
H 4.85 6.37 0.16 0.07
H 3.16 6.87 0.06 0.07
H -0.21 -1.40 -2.98 0.09
H -4.65 -0.99 3.97 0.10
H -2.17 -4.94 -2.03 0.09
H -4.13 0.82 0.10 0.03
H -3.03 -0.40 5.74 0.10
H -0.06 -2.67 -5.33 0.06
H -5.26 0.64 2.26 0.09
H -2.68 -5.03 5.86 0.09
H -5.35 -4.67 2.51 0.11
H 0.49 -4.90 -0.21 0.02

What are the F_max values for these records? In order: 0.0258 0.0245 hartree/bohr.
What are the energy relative to the best compared isomer or geometry (same formula, charge and spin) values for these records? In order: 0.0 13.9 kcal per mole.